The following is a quantum chemistry calculation of C3H8O2Sc as an isolated structure, from the Open Molecules 2025 dataset.

Calculated values
Total charge   0
Frontier orbital gap (alpha / beta)   6.15 / 7.55 eV
Lowest unoccupied orbital energy (alpha / beta)   0.09 / -0.43 eV
2S+1   2
Expectation value of S²   0.7518
DFT total energy   -28031.2943 eV
F_max   5.428 eV/A
Energy relative to the best compared isomer or geometry (same formula, charge and spin)   0.000 eV

Geometry (Å):
C1 0.00417 -0.88771 -1.40675
C2 -0.34860 0.39510 -0.69732
O1 0.50362 0.57754 0.44395
C3 -0.05045 1.41585 1.43893
Sc1 1.57707 -1.32715 0.98775
H1 -0.51922 -1.95985 -0.72487
H2 -0.07641 -0.63065 -2.47540
H3 -1.39976 0.41804 -0.36499
H4 -0.19459 1.27198 -1.34823
H5 0.66001 1.43732 2.27487
H6 -0.20889 2.42221 1.02349
H7 -1.01569 1.03280 1.80643
O2 0.18474 -2.66776 0.69892
H8 0.88402 -1.49771 -1.65679